{
  "formula": "C22H31BCoN6STe",
  "method": "the ωB97M-V functional and the def2-TZVPD basis",
  "elements": ["Co", "C", "C", "C", "C", "C", "C", "N", "N", "B", "N", "C", "C", "C", "N", "C", "C", "C", "N", "C", "C", "C", "N", "C", "C", "C", "H", "H", "H", "H", "H", "H", "H", "H", "H", "H", "H", "H", "H", "H", "H", "H", "H", "H", "H", "H", "H", "H", "H", "H", "H", "H", "H", "H", "Te", "C", "C", "C", "C", "S", "H", "H", "H"],
  "coordinates": [[0.5227, -0.2892, 0.5056], [3.0903, -2.9183, 2.8617], [1.5652, -2.9724, 2.6246], [0.8198, -1.7617, 3.2843], [1.2393, -3.2203, 1.1906], [1.1950, -4.3975, 0.4454], [0.9262, -4.0022, -0.8860], [0.8196, -2.7125, -0.9144], [0.9344, -2.2189, 0.3349], [0.4909, -1.7692, -2.1965], [1.6332, -0.6174, -2.1785], [2.6733, -0.5010, -2.9636], [3.6168, 0.3438, -2.4295], [3.0591, 0.6017, -1.1431], [1.8566, 0.0802, -1.0504], [3.6881, 1.3935, 0.0313], [3.1749, 0.8761, 1.4148], [3.2381, 2.9202, -0.1424], [-0.8230, -0.9840, -1.9186], [-1.8940, -0.7950, -2.7022], [-2.8755, -0.1511, -1.9184], [-2.2477, 0.0991, -0.6675], [-1.0868, -0.4694, -0.6594], [-2.9311, 0.7229, 0.5220], [-4.0012, -0.2473, 1.1679], [-1.8970, 1.1278, 1.6303], [3.2823, -2.4209, 3.8268], [3.5497, -2.2457, 2.1456], [3.5702, -3.8372, 2.7452], [1.2852, -3.8503, 3.1942], [1.3094, -0.8745, 2.9947], [0.7250, -1.9170, 4.3237], [-0.1326, -1.6702, 2.7958], [1.4495, -5.3912, 0.7571], [0.8200, -4.5708, -1.7484], [0.6091, -2.5377, -3.1969], [2.5614, -0.9286, -3.9045], [4.5559, 0.4671, -2.8501], [4.7658, 1.3826, 0.0228], [2.1814, 1.2630, 1.6471], [3.8518, 1.2929, 2.2424], [3.2083, -0.2908, 1.4885], [2.1336, 2.9624, -0.2617], [3.5378, 3.3881, -1.0759], [3.4753, 3.6176, 0.6335], [-1.9876, -1.2238, -3.7447], [-3.8917, 0.0078, -2.0735], [-3.5227, 1.5318, 0.1009], [-3.5696, -1.2321, 1.3472], [-4.7582, -0.4825, 0.4323], [-4.4211, 0.0833, 2.1246], [-1.3000, 0.2737, 2.0056], [-2.3661, 1.5797, 2.5499], [-1.2466, 1.9255, 1.2249], [-1.0576, 2.9320, -2.5424], [-2.8473, 3.6697, -1.8021], [-4.0710, 3.4161, -2.3297], [-5.1549, 4.0303, -1.5708], [-4.6785, 4.7896, -0.5535], [-2.9539, 4.7190, -0.4363], [-4.2319, 2.6891, -3.1516], [-6.1924, 3.9645, -1.8069], [-5.2747, 5.3498, 0.2033]],
  "atomic_forces_ev_per_a": [[0.398, -0.207, -0.650], [-0.857, 2.635, 0.066], [0.222, -0.143, 1.002], [0.323, -1.723, -2.419], [-0.669, -0.064, -1.205], [0.343, 0.019, -0.715], [0.705, -1.279, 2.444], [-1.068, 2.482, -0.892], [0.650, 0.707, 1.047], [1.320, 0.136, 0.552], [-1.819, -1.421, 0.615], [0.290, 0.800, -0.629], [-1.926, -1.159, 1.696], [2.333, 1.410, 0.347], [-0.557, -0.189, 1.038], [-2.112, 1.336, -0.127], [1.753, -1.119, 0.359], [-1.245, -1.047, -0.843], [-0.255, -0.545, 0.164], [-1.628, -0.316, 0.046], [2.393, -0.375, 0.310], [-2.861, -0.456, -0.853], [2.611, -0.230, -0.583], [0.006, -1.041, 1.593], [0.981, -0.448, -0.684], [-0.610, 1.183, -0.284], [0.048, -0.693, -0.091], [0.127, 0.143, -0.343], [0.635, -1.567, 0.142], [-0.553, -0.298, -0.085], [1.082, 1.422, 0.311], [-0.052, 0.260, 1.091], [-1.023, -0.271, 0.203], [-0.140, -0.171, 0.171], [-0.082, -0.911, -1.300], [-0.540, 1.275, 0.965], [0.419, -0.828, -1.495], [1.525, 0.756, -0.344], [0.309, -0.431, -0.267], [-0.375, 0.019, -0.023], [-1.037, -0.677, -1.096], [-0.088, 2.103, -0.138], [0.363, -0.272, 0.363], [0.618, -0.322, -0.182], [0.498, 0.002, 0.806], [0.391, 0.682, 1.545], [-1.323, 0.471, -0.779], [0.367, 0.664, 0.376], [0.399, -0.013, 0.218], [-0.552, 0.334, -0.012], [0.047, 0.340, -0.472], [-0.226, 0.004, -0.205], [0.270, -0.571, -0.998], [0.061, -0.318, 0.174], [-0.055, 0.111, 0.197], [0.678, 0.127, -0.056], [-1.777, -0.679, 0.078], [1.439, -0.209, -0.755], [-0.089, 0.380, 1.123], [-0.427, 0.007, 0.008], [0.143, 0.821, 0.499], [-0.470, -0.175, -0.172], [0.671, -0.460, -0.852]],
  "mulliken_spin": [2.68, 0.00, 0.01, 0.04, -0.01, 0.02, 0.02, 0.01, 0.09, -0.05, 0.02, 0.00, 0.01, -0.01, 0.06, 0.00, 0.04, 0.00, 0.02, 0.00, 0.05, -0.06, 0.13, -0.01, 0.00, 0.02, 0.00, 0.00, 0.00, 0.00, -0.02, 0.00, -0.01, 0.00, 0.00, 0.00, 0.00, 0.00, 0.00, -0.01, 0.00, -0.01, 0.00, 0.00, 0.00, 0.00, 0.00, -0.01, 0.00, 0.00, 0.00, 0.00, 0.00, 0.00, 0.94, -0.09, 0.07, -0.02, 0.07, 0.00, 0.01, 0.00, 0.00],
  "multiplicity": 5,
  "s_squared": 6.016,
  "lumo_energy_ev": [-2.813, -4.214],
  "e_above_lowest_ev": 1.709,
  "total_charge": 1,
  "orbital_gap_ev": [7.789, 6.212]
}